(1)
80
Properties=species:S:1:pos:R:3:lowdin_charge:R:1 method="wB97M-V/def2-TZVPD" e_homo_ha="-0.5863 / -0.6558" e_above_lowest_ev=1.396 charge=+3 fmax_ev_per_a=7.63 spin_multiplicity=5
Ru -0.0675 0.2864 -1.2006 0.698
P 0.1516 -1.8750 -2.0843 0.991
P 0.4406 2.3325 -0.3089 0.977
N 1.5393 0.7194 -2.6988 -0.209
C 1.7350 -1.7109 -3.0192 -0.265
H 2.3845 -2.5649 -2.7937 0.106
H 1.5060 -1.7551 -4.0911 0.099
C 2.4901 -0.4147 -2.7395 -0.220
H 3.0404 -0.4566 -1.7852 0.130
H 3.2002 -0.1625 -3.5377 0.142
C 2.0637 2.1030 -2.5541 -0.212
H 1.4011 2.7345 -3.1698 0.134
H 3.0629 2.0816 -2.9935 0.137
C 2.0878 2.5813 -1.0987 -0.284
H 2.3664 3.6450 -1.0535 0.109
H 2.8149 2.0065 -0.4987 0.100
C 0.6466 2.9114 1.5075 -0.440
C 0.9678 1.8331 2.5600 -0.060
H 1.9099 1.2807 2.4024 0.096
H -0.0362 1.1606 2.2193 0.077
H 0.6545 2.0594 3.5866 0.098
C -0.6927 3.6102 -1.0955 -0.489
C -2.1413 3.4074 -0.6026 -0.113
H -2.8273 3.4787 -1.4556 0.103
H -2.4400 4.1910 0.1062 0.087
H -2.3262 2.4189 -0.1454 0.046
C -1.1348 -2.2833 -3.3404 -0.493
C -2.3522 -2.9175 -2.6676 -0.087
H -3.2207 -2.8173 -3.3310 0.111
H -2.6257 -2.4537 -1.7081 0.071
H -2.1923 -3.9938 -2.5213 0.084
C 0.4142 -3.3654 -1.0247 -0.522
C -0.6794 -3.5851 0.0173 -0.110
H -0.2958 -4.2759 0.7778 0.110
H -1.5845 -4.0291 -0.4089 0.090
H -0.9569 -2.6574 0.5433 0.009
C -1.4574 -0.1319 -0.0219 -0.724
C -0.1731 5.0406 -0.8826 -0.082
H 0.6622 5.1307 -0.1723 0.078
H 0.1751 5.4577 -1.8340 0.099
H -0.9857 5.6935 -0.5389 0.103
C -0.5154 -3.1544 -4.4360 -0.088
H -1.1914 -3.9789 -4.6837 0.111
H -0.3037 -2.5734 -5.3400 0.101
H 0.4307 -3.6217 -4.1386 0.054
C 0.6500 -4.6112 -1.8797 -0.073
H 0.8742 -5.4604 -1.2252 0.111
H -0.2298 -4.8924 -2.4726 0.085
H 1.5114 -4.5067 -2.5495 0.083
C -0.6305 3.6308 1.9370 -0.088
H -1.5668 3.0727 1.7718 0.076
H -0.5813 3.8754 2.9990 0.107
H -0.6920 4.5673 1.3977 0.064
H 1.5606 3.5489 1.4443 0.136
H 1.3494 -3.1188 -0.4982 0.101
H -0.6551 3.3556 -2.1685 0.097
H -1.4316 -1.3120 -3.7625 0.106
O -2.6272 -0.3861 0.2780 0.023
H 0.8508 0.6805 -3.4541 0.114
H -1.2499 0.8218 -2.1758 0.069
C 1.9697 -1.4585 2.3616 -0.111
N 0.9859 -0.8958 3.3335 -0.190
C 1.0041 -1.4279 4.6785 0.008
C -0.1615 -0.3120 2.8881 -0.328
S 0.1156 -0.7303 0.8616 0.883
N -1.2292 0.0891 3.7143 -0.186
C -1.0673 0.6814 5.0600 -0.012
C -2.5484 0.1631 3.1697 -0.034
H 2.5712 -2.1733 2.9026 0.103
H 2.6678 -0.7403 1.9005 0.101
H 1.5207 -2.0834 1.5352 0.032
H 1.2881 -0.5917 5.3313 0.106
H -0.0156 -1.7842 4.8807 0.116
H 1.7465 -2.2381 4.6778 0.114
H -1.6994 1.5734 5.1584 0.116
H -1.4928 -0.1015 5.6922 0.116
H -0.0190 0.8975 5.3249 0.091
H -2.7402 0.9352 2.4061 0.094
H -2.7741 -0.8106 2.7314 0.104
H -3.2000 0.3568 4.0058 0.109

---

(2)
82
Properties=species:S:1:pos:R:3:lowdin_charge:R:1 method="wB97M-V/def2-TZVPD" e_homo_ha=-0.1126 charge=-1 fmax_ev_per_a=5.94
C -4.5460 -6.4824 1.9979 -0.166
C -4.8508 -5.9687 0.4700 -0.279
C -3.5707 -5.2929 -0.3019 -0.237
C -2.9928 -4.0528 0.6048 -0.241
C -2.1786 -2.9009 -0.2784 -0.194
C -1.8794 -1.6651 0.8075 -0.201
C -0.4118 -1.8110 1.5403 -0.206
C -0.4951 -1.8637 3.1953 -0.211
C -0.2167 -0.3944 3.8682 -0.350
N -1.3004 0.1014 4.7994 -0.209
C -2.6324 0.2660 4.1023 -0.443
S -2.7638 1.7546 2.9726 0.769
O -3.3646 1.3793 1.5618 -0.519
O -1.4653 2.5825 2.8215 -0.480
H -5.5833 -6.5331 2.5864 0.077
H -3.8554 -5.7812 2.6312 0.066
H -4.1097 -7.5857 2.0560 0.076
H -5.3251 -6.8931 -0.1065 0.103
H -5.7221 -5.1597 0.5326 0.111
H -2.7059 -6.0349 -0.5695 0.108
H -3.9549 -4.8540 -1.3435 0.111
H -3.8768 -3.5827 1.2239 0.114
H -2.2570 -4.5349 1.4091 0.119
H -1.1719 -3.3883 -0.6291 0.103
H -2.8675 -2.5311 -1.1611 0.108
H -2.0382 -0.6069 0.2897 0.106
H -2.7150 -1.7709 1.6314 0.078
H 0.2372 -0.8776 1.2625 0.092
H 0.0535 -2.8411 1.2101 0.091
H 0.3752 -2.5982 3.5486 0.094
H -1.4974 -2.3769 3.5151 0.095
H 0.0505 0.4327 3.0647 0.086
H 0.7677 -0.5142 4.5329 0.096
H -3.4393 0.4229 4.9682 0.096
H -2.9961 -0.6647 3.4936 0.067
H -3.7306 2.6393 3.5447 0.047
C 3.1005 0.8958 -2.4188 -0.109
O 3.7613 -0.1662 -1.7467 -0.208
C 2.9866 -0.7612 -0.7099 -0.177
C 3.0175 -2.2943 -0.7961 -0.165
O 2.3660 -2.8704 -1.9323 -0.125
C 2.9411 -2.6069 -3.2189 -0.170
C 4.3319 -3.2045 -3.4670 -0.187
O 5.3231 -2.5756 -2.6580 -0.205
C 6.1721 -3.4911 -1.9795 -0.114
H 3.2837 1.8359 -1.8926 0.084
H 3.5171 0.9680 -3.4276 0.085
H 2.0240 0.7175 -2.5138 0.086
H 1.9454 -0.4197 -0.7335 0.116
H 3.4216 -0.4487 0.2381 0.126
H 2.4772 -2.6789 0.0754 0.118
H 4.0309 -2.6798 -0.7013 0.102
H 2.9169 -1.5388 -3.4356 0.105
H 2.2552 -3.0655 -3.9414 0.125
H 4.6120 -3.0265 -4.5104 0.121
H 4.2984 -4.2882 -3.3026 0.119
H 5.6375 -4.3906 -1.6593 0.085
H 6.5595 -2.9952 -1.0880 0.087
H 7.0109 -3.7627 -2.6278 0.083
C 0.1308 7.9487 -2.6283 -0.117
O 0.4209 6.6180 -2.2268 -0.203
C 1.6857 6.4727 -1.5877 -0.187
C 1.5721 5.6405 -0.3019 -0.170
O 0.8384 6.2415 0.7695 -0.123
C -0.5655 6.4483 0.5652 -0.169
C -1.4179 5.1799 0.4316 -0.177
O -1.1279 4.4799 -0.7760 -0.207
C -0.9140 3.0872 -0.5920 -0.104
H 0.5335 8.1284 -3.6282 0.081
H -0.9567 8.0626 -2.6590 0.087
H 0.5243 8.6878 -1.9221 0.084
H 2.1349 7.4438 -1.3502 0.117
H 2.3439 5.9598 -2.2872 0.117
H 2.5874 5.4994 0.0836 0.124
H 1.1982 4.6388 -0.5056 0.105
H -0.7327 7.1353 -0.2644 0.099
H -0.9120 6.9817 1.4585 0.124
H -2.4737 5.4666 0.3883 0.124
H -1.2719 4.5470 1.3153 0.104
H -0.4020 2.8690 0.3502 0.081
H -0.2824 2.7319 -1.4078 0.075
H -1.8727 2.5609 -0.6299 0.083